# 1
The following is a quantum chemistry calculation of a structure of composition C3H4N2O2 in a non-equilibrium geometry, from the Open Molecules 2025 dataset.

Structure (ORCA input):
```
! RIJCOSX wB97M-V def2-TZVPD def2/J DEFGRID3
* xyz 0 1
C 0.381 -0.277 -1.276
C 0.357 -1.196 -0.351
C -0.562 0.849 -0.886
N -0.979 0.748 0.408
N -0.620 -0.347 1.045
O -0.833 1.807 -1.592
O 0.575 0.051 1.784
H 0.883 -0.317 -2.153
H 0.876 -2.076 0.154
H -1.141 1.572 0.950
H 1.065 -0.814 1.918
*
```

Values from the calculation:
- HOMO energy: -9.176 eV
- Lowest unoccupied orbital energy: 0.19 eV
- Kohn-Sham gap: 9.37 eV
- E_tot: -10246.1129 eV
- Energy above the lowest of the compared OMol25 structures with the same formula, charge and spin: 141.9 kcal/mol

Löwdin population analysis, charges in e, atoms 1 to 2: 0.00, 0.12


# 2
The following is a quantum chemistry calculation of an isolated molecule of C3H4N2O2 in a non-equilibrium geometry, from the Open Molecules 2025 dataset.

Structure (ORCA input):
```
! RIJCOSX wB97M-V def2-TZVPD def2/J DEFGRID3
* xyz 0 1
C 1.775 -0.463 -0.174
C -0.871 0.837 0.084
C -1.015 -0.538 0.236
N 1.557 0.745 -0.021
N 0.472 1.477 -0.015
O -1.801 1.603 -0.048
O -2.256 -1.023 -0.140
H 2.587 -1.087 -0.190
H -0.226 -1.184 0.132
H 0.425 2.406 -0.423
H -2.909 -0.471 -0.547
*
```

Values from the calculation:
- HOMO energy (spin up / spin down): -7.840 / -8.868 eV
- Lowest unoccupied orbital energy (spin up / spin down): -1.17 / -0.01 eV
- Kohn-Sham gap (spin up / spin down): 6.67 / 8.85 eV
- E_tot: -10245.6192 eV
- Energy above the lowest of the compared OMol25 structures with the same formula, charge and spin: 153.3 kcal/mol

Löwdin population analysis, charges in e, atoms 1 to 2: 0.06, -0.43


# 3
The following is a quantum chemistry calculation of an isolated molecule of C3H4N2O2S in a non-equilibrium geometry, from the Open Molecules 2025 dataset.

Structure (ORCA input):
```
! RIJCOSX wB97M-V def2-TZVPD def2/J DEFGRID3
* xyz 0 1
O 3.531 -0.027 -0.007
C 2.315 -0.265 0.401
N 1.301 0.545 -0.126
C -0.045 0.323 -0.215
N -0.709 1.365 -0.136
O -2.112 1.037 0.019
C -2.194 -0.246 0.530
S -0.880 -1.217 -0.325
H 1.771 -1.077 1.216
H 1.481 1.459 -0.408
H -1.944 -0.509 1.638
H -3.172 -0.704 0.187
*
```

Values from the calculation:
- HOMO energy: -9.341 eV
- Lowest unoccupied orbital energy: 0.24 eV
- Kohn-Sham gap: 9.58 eV
- E_tot: -21082.7069 eV
- Energy above the lowest of the compared OMol25 structures with the same formula, charge and spin: 95.1 kcal/mol

Löwdin population analysis, charges in e, atoms 1 to 2: -0.04, -0.22


# 4
The following is a quantum chemistry calculation of an isolated molecule of C3H4N2O2S in a non-equilibrium geometry, from the Open Molecules 2025 dataset.

Structure (ORCA input):
```
! RIJCOSX wB97M-V def2-TZVPD def2/J DEFGRID3
* xyz 0 1
H 2.574 0.570 -1.456
N 2.347 -0.174 -0.690
C 1.138 0.025 -0.476
N 0.606 -0.639 0.701
C -0.666 -1.006 1.150
O -1.674 -0.792 0.527
S -0.085 0.742 -1.742
C -1.405 1.200 -0.644
O -2.623 1.205 -1.018
H 1.323 -1.026 1.260
H -0.497 -1.553 2.065
H -1.038 1.448 0.321
*
```

Values from the calculation:
- HOMO energy: -10.092 eV
- Lowest unoccupied orbital energy: 0.27 eV
- Kohn-Sham gap: 10.36 eV
- E_tot: -21084.6354 eV
- Energy above the lowest of the compared OMol25 structures with the same formula, charge and spin: 50.7 kcal/mol

Löwdin population analysis, charges in e, atoms 1 to 2: 0.09, 0.08


# 5
The following is a quantum chemistry calculation of a structure of composition C3H4N2O3 in a non-equilibrium geometry, from the Open Molecules 2025 dataset.

Structure (ORCA input):
```
! RIJCOSX wB97M-V def2-TZVPD def2/J DEFGRID3
* xyz 0 1
C -0.805 -0.915 -0.103
C -0.717 0.099 -0.935
C 0.836 0.090 0.483
H -1.022 -2.834 0.066
H -1.573 0.571 -1.511
H -0.143 2.370 0.152
H 2.215 1.344 1.308
N 0.577 0.576 -0.836
N 1.598 0.514 1.321
O -1.794 -1.733 -0.048
O 0.392 2.062 -0.744
O 0.078 -0.920 0.781
*
```

Values from the calculation:
- HOMO energy: -8.325 eV
- Lowest unoccupied orbital energy: -0.64 eV
- Kohn-Sham gap: 7.69 eV
- E_tot: -12291.7720 eV
- Energy above the lowest of the compared OMol25 structures with the same formula, charge and spin: 166.6 kcal/mol

Löwdin population analysis, charges in e, atoms 1 to 2: -0.63, -0.06


# 6
The following is a quantum chemistry calculation of an isolated molecule of C3H4N2O3 in a non-equilibrium geometry, from the Open Molecules 2025 dataset.

Structure (ORCA input):
```
! RIJCOSX wB97M-V def2-TZVPD def2/J DEFGRID3
* xyz 0 1
C -0.649 1.473 0.256
N -0.458 0.893 1.395
O -0.615 -0.499 1.088
C 0.511 -1.129 1.235
N 1.448 -0.993 0.429
O 1.247 -0.004 -0.560
C -0.004 -0.080 -1.386
O -0.841 0.930 -0.946
H -0.895 2.601 0.420
H 0.565 -2.219 1.861
H 0.301 0.131 -2.448
H -0.611 -1.103 -1.345
*
```

Values from the calculation:
- HOMO energy: -10.100 eV
- Lowest unoccupied orbital energy: 0.84 eV
- Kohn-Sham gap: 10.94 eV
- E_tot: -12292.4030 eV
- Energy above the lowest of the compared OMol25 structures with the same formula, charge and spin: 152.0 kcal/mol

Löwdin population analysis, charges in e, atoms 1 to 2: -0.19, 0.13


# 7
The following is a quantum chemistry calculation of a cluster of 3 separate species, C3H4N2O3 in total in a non-equilibrium geometry, from the Open Molecules 2025 dataset.

Structure (ORCA input):
```
! RIJCOSX wB97M-V def2-TZVPD def2/J DEFGRID3
* xyz 0 1
C -1.276 -0.142 0.013
C 0.744 -0.680 -0.133
C 0.638 0.635 0.037
H -2.956 -1.079 0.302
H 1.687 -2.316 1.342
H 2.220 1.334 0.047
H -0.942 2.104 -1.267
N -0.373 -1.224 -0.048
N -0.638 1.018 0.217
O -2.642 -0.083 -0.036
O 1.990 -1.356 -0.194
O 1.456 1.754 0.091
*
```

Values from the calculation:
- HOMO energy: -7.680 eV
- Lowest unoccupied orbital energy: -2.76 eV
- Kohn-Sham gap: 4.92 eV
- E_tot: -12287.7815 eV
- Energy above the lowest of the compared OMol25 structures with the same formula, charge and spin: 258.6 kcal/mol

Löwdin population analysis, charges in e, atoms 1 to 2: -0.40, -0.54


# 8
The following is a quantum chemistry calculation of an isolated molecule of C3H4N2O3 in a non-equilibrium geometry, from the Open Molecules 2025 dataset.

Structure (ORCA input):
```
! RIJCOSX wB97M-V def2-TZVPD def2/J DEFGRID3
* xyz 0 1
H 2.376 0.789 -1.911
N 1.563 0.207 -2.000
C 0.875 -0.051 -0.918
N -0.409 -0.667 -1.059
O -0.547 -1.243 0.209
C -0.121 -0.183 1.049
C -1.304 0.738 1.298
O -1.339 1.951 1.407
O 1.045 0.422 0.374
H -0.172 -1.314 -1.769
H 0.188 -0.740 1.941
H -2.155 0.090 1.378
*
```

Values from the calculation:
- HOMO energy: -10.019 eV
- Lowest unoccupied orbital energy: 0.23 eV
- Kohn-Sham gap: 10.25 eV
- E_tot: -12295.1841 eV
- Energy above the lowest of the compared OMol25 structures with the same formula, charge and spin: 87.9 kcal/mol

Löwdin population analysis, charges in e, atoms 1 to 2: 0.04, 0.15


# 9
The following is a quantum chemistry calculation of an isolated molecule of C3H4N2O3 in a non-equilibrium geometry, from the Open Molecules 2025 dataset.

Structure (ORCA input):
```
! RIJCOSX wB97M-V def2-TZVPD def2/J DEFGRID3
* xyz 0 1
O -2.416 -0.359 -0.205
C -1.292 0.099 -0.192
C -0.696 1.454 -0.047
C 0.637 1.238 0.099
N 0.920 -0.128 0.288
O 2.105 -0.497 -0.374
N -0.175 -0.722 -0.359
O -0.369 -2.004 0.160
H -1.260 2.355 -0.053
H 1.484 1.920 0.276
H 2.215 -1.448 -0.320
H -1.152 -1.908 0.727
*
```

Values from the calculation:
- HOMO energy: -9.564 eV
- Lowest unoccupied orbital energy: 0.11 eV
- Kohn-Sham gap: 9.67 eV
- E_tot: -12294.1265 eV
- Energy above the lowest of the compared OMol25 structures with the same formula, charge and spin: 112.3 kcal/mol

Löwdin population analysis, charges in e, atoms 1 to 2: 0.09, -0.43


# 10
The following is a quantum chemistry calculation of an isolated molecule of C3H4N2O5S2 in a non-equilibrium geometry, from the Open Molecules 2025 dataset.

Structure (ORCA input):
```
! RIJCOSX wB97M-V def2-TZVPD def2/J DEFGRID3
* xyz 0 1
C 0.877 -0.493 -1.337
C -0.160 0.363 -0.698
C -0.953 1.199 -1.723
N 1.572 -1.177 -1.977
N -0.321 -1.650 0.539
O 1.926 2.105 2.067
O 0.485 -2.334 2.915
O 0.372 0.128 2.222
O 0.445 1.290 0.133
O -1.065 -0.582 -0.068
S 1.504 0.955 1.383
S -0.431 -1.397 2.275
H -0.302 1.966 -2.071
H -1.820 1.795 -1.297
H -1.341 0.382 -2.497
H -0.787 -2.549 0.133
*
```

Values from the calculation:
- HOMO energy: -10.239 eV
- Lowest unoccupied orbital energy: -0.11 eV
- Kohn-Sham gap: 10.13 eV
- E_tot: -38058.9761 eV
- Energy above the lowest of the compared OMol25 structures with the same formula, charge and spin: 31.0 kcal/mol

Löwdin population analysis, charges in e, atoms 1 to 2: -0.16, -0.60


# 11
The following is a quantum chemistry calculation of an isolated molecule of C3H4N2OS in a non-equilibrium geometry, from the Open Molecules 2025 dataset.

Structure (ORCA input):
```
! RIJCOSX wB97M-V def2-TZVPD def2/J DEFGRID3
* xyz 0 1
H -2.936 -0.128 0.562
N -2.037 0.233 1.059
C -1.026 0.087 0.295
S -1.210 -0.592 -1.307
C 0.499 -0.589 -1.528
C 1.170 -0.015 -0.498
N 0.291 0.258 0.545
O 0.761 0.524 1.829
H 0.829 -1.098 -2.472
H 2.122 0.201 -0.312
H 1.536 1.118 1.826
*
```

Values from the calculation:
- HOMO energy: -7.781 eV
- Lowest unoccupied orbital energy: 0.54 eV
- Kohn-Sham gap: 8.32 eV
- E_tot: -19035.6073 eV
- Energy above the lowest of the compared OMol25 structures with the same formula, charge and spin: 79.4 kcal/mol

Löwdin population analysis, charges in e, atoms 1 to 2: 0.06, 0.04


# 12
The following is a quantum chemistry calculation of an isolated molecule of C3H4N2OS in a non-equilibrium geometry, from the Open Molecules 2025 dataset.

Structure (ORCA input):
```
! RIJCOSX wB97M-V def2-TZVPD def2/J DEFGRID3
* xyz 0 1
C -1.425 0.373 -0.584
N -0.711 1.454 -0.426
N 0.449 1.700 0.237
C 1.455 0.899 0.018
S 1.280 -0.681 -0.673
C -0.029 -1.247 0.350
O -1.349 -0.910 -0.039
H -2.300 0.509 -1.146
H 2.444 1.138 0.308
H -0.029 -2.319 0.546
H 0.218 -0.915 1.408
*
```

Values from the calculation:
- HOMO energy: -9.282 eV
- Lowest unoccupied orbital energy: 0.38 eV
- Kohn-Sham gap: 9.66 eV
- E_tot: -19035.9928 eV
- Energy above the lowest of the compared OMol25 structures with the same formula, charge and spin: 70.5 kcal/mol

Löwdin population analysis, charges in e, atoms 1 to 2: -0.18, 0.01